Entry 1:
Density functional theory data (the ωB97M-V functional and the def2-TZVPD basis) for an isolated molecule of C6H7NS at a distorted geometry.

Cartesian coordinates (Å):
C -0.472 -0.725 2.387
C -1.969 0.777 1.060
C -2.340 0.957 -0.204
C -0.662 -0.031 1.132
C -0.672 -0.867 -0.102
C 0.673 -1.496 -0.483
N -0.254 -1.327 3.308
S -1.229 0.214 -1.395
H -2.302 1.364 1.918
H -3.055 1.580 -0.582
H 0.179 0.675 1.051
H -1.349 -1.642 -0.165
H 1.048 -0.791 -1.201
H 0.597 -2.294 -1.114
H 1.258 -1.634 0.336

- E_HOMO (eV) = -8.8131
- LUMO (Eh) = 0.028
- E (eV) = -18659.1202
- ΔE to the lowest compared entry with this formula, charge and spin (kJ/mol) = 157.2
- SMILES = C[C@@H]1SC=C[C@H]1C#N

Entry 2:
Density functional theory data (the ωB97M-V functional and the def2-TZVPD basis) for C6H7NaO6 as an isolated structure at a distorted geometry.

Cartesian coordinates (Å):
O -0.171 -3.070 0.791
C -0.127 -1.825 0.605
O -0.798 -1.467 -0.502
O 0.586 -1.037 1.245
Na 2.298 -3.635 0.702
C -0.633 -0.689 -1.654
C 0.295 0.515 -1.606
C -0.259 1.668 -2.385
C -0.537 2.883 -1.916
O -0.188 3.273 -0.625
C -1.111 3.372 0.342
O -0.871 3.953 1.366
O -2.279 2.796 0.110
H -1.652 -0.372 -1.915
H -0.341 -1.372 -2.463
H 1.258 0.241 -2.065
H 0.477 0.822 -0.570
H -0.432 1.521 -3.454
H -0.986 3.678 -2.515
H -2.280 2.257 -0.698

- E_HOMO (eV) = -8.2125
- LUMO (Eh) = -0.059
- E (eV) = -23036.2166
- ΔE to the lowest compared entry with this formula, charge and spin (kJ/mol) = 121.8

Entry 3:
Density functional theory data (the ωB97M-V functional and the def2-TZVPD basis) for a 2-piece molecular cluster, C6H7OS overall at a distorted geometry.

Cartesian coordinates (Å):
C 1.016 0.934 -0.824
C 0.181 1.342 0.123
C -2.370 -0.409 -0.104
C 1.358 -0.536 -0.646
C 0.613 -0.829 0.642
C -0.168 0.414 1.070
O -2.001 -1.474 -0.328
S -3.272 0.885 -0.232
H 0.894 1.430 -1.826
H -0.256 2.274 0.227
H 1.067 -1.044 -1.541
H 2.463 -0.650 -0.632
H -0.072 -1.691 0.443
H 1.151 -1.096 1.578
H -0.604 0.451 2.049

- E_HOMO (alpha / beta) (eV) = -1.1685 / -1.1733
- total charge = -1
- LUMO (alpha / beta) (Eh) = 0.125 / 0.125
- E (eV) = -19216.4746
- ΔE to the lowest compared entry with this formula, charge and spin (kJ/mol) = 109.1

Entry 4:
Density functional theory data (the ωB97M-V functional and the def2-TZVPD basis) for an isolated molecule of C6H7P at a distorted geometry.

Cartesian coordinates (Å):
C 0.323 -0.914 -3.698
C 0.377 -1.597 -1.452
C 0.303 -0.390 2.031
C 0.221 -1.237 1.013
C -0.005 -0.879 -0.410
C -0.403 0.551 -0.688
P 0.244 -2.396 -2.960
H 0.712 -0.088 -3.321
H 0.617 -0.772 2.915
H 0.084 0.590 1.963
H 0.696 -2.308 1.101
H -1.115 0.749 0.052
H -1.013 0.564 -1.747
H 0.366 1.226 -0.866

- E_HOMO (alpha / beta) (eV) = -8.6853 / -8.2061
- LUMO (alpha / beta) (Eh) = -0.009 / -0.014
- E (eV) = -15616.9617
- ΔE to the lowest compared entry with this formula, charge and spin (kJ/mol) = 651.7
- SMILES = C#P=C=C(C)C=C

Entry 5:
Density functional theory data (the ωB97M-V functional and the def2-TZVPD basis) for an isolated molecule of C6H7P at a distorted geometry.

Cartesian coordinates (Å):
C 1.632 -1.270 -0.110
C 0.336 -1.271 0.239
C 2.368 -0.044 -0.233
C -2.303 1.397 -0.033
C -1.418 0.440 -0.345
C -0.417 -0.056 0.541
P 1.684 1.461 0.063
H 2.157 -2.194 -0.309
H -0.207 -2.209 0.297
H 3.405 -0.119 -0.536
H -3.013 1.761 -0.757
H -2.327 1.852 0.947
H -1.415 0.022 -1.348
H -0.480 0.229 1.586

- E_HOMO (alpha / beta) (eV) = -7.6148 / -7.5988
- LUMO (alpha / beta) (Eh) = -0.013 / -0.013
- E (eV) = -15620.5832
- ΔE to the lowest compared entry with this formula, charge and spin (kJ/mol) = 302.3

Entry 6:
Density functional theory data (the ωB97M-V functional and the def2-TZVPD basis) for an isolated molecule of C6H7P at a distorted geometry.

Cartesian coordinates (Å):
C 2.122 -0.942 -0.148
C 1.477 -0.904 0.956
C -0.134 0.199 -0.782
C 0.685 -1.006 -0.314
C -1.990 -0.894 0.643
C -1.346 0.388 0.151
P -2.969 -0.241 -0.535
H 3.043 -1.148 -0.809
H 0.447 1.179 -0.827
H -0.513 0.066 -1.879
H 0.065 -2.001 -0.643
H -2.098 -1.518 1.560
H -1.233 1.085 0.897
H 1.686 -0.642 1.940

- E_HOMO (eV) = -8.4105
- LUMO (Eh) = 0.009
- E (eV) = -15618.1493
- ΔE to the lowest compared entry with this formula, charge and spin (kJ/mol) = 537.1
- SMILES = C1=CC1C[C@@H]1C=P1

Entry 7:
Density functional theory data (the ωB97M-V functional and the def2-TZVPD basis) for a 2-piece molecular cluster, C6H7PS4 overall at a distorted geometry.

Cartesian coordinates (Å):
C -0.669 1.482 2.516
C -1.639 0.769 1.830
C 0.642 1.571 2.125
C -1.308 0.090 0.652
C 1.013 0.814 1.024
C -0.009 0.248 0.380
P 0.841 -0.803 -2.027
S 2.316 -2.055 -2.214
S 0.824 0.836 -3.429
S -1.036 -3.275 -1.506
S -1.103 -1.595 -2.650
H -0.834 1.764 3.484
H -2.521 0.730 2.412
H 1.468 2.203 2.454
H -2.039 -0.396 -0.046
H 2.022 0.734 0.607
H 2.233 0.877 -3.423
H -0.201 -3.996 -2.188

- E_HOMO (alpha / beta) (eV) = -8.2416 / -8.1792
- LUMO (alpha / beta) (Eh) = -0.050 / -0.041
- E (eV) = -58963.1501
- ΔE to the lowest compared entry with this formula, charge and spin (kJ/mol) = 245.8

Entry 8:
Density functional theory data (the ωB97M-V functional and the def2-TZVPD basis) for an isolated molecule of C6H8 at a distorted geometry.

Cartesian coordinates (Å):
C 0.845 1.239 -0.797
C 0.654 1.767 0.385
C -2.081 0.119 0.390
C -1.129 -0.152 -0.478
C 0.313 0.011 -0.120
C 1.217 -1.033 0.245
H 1.233 1.464 -1.855
H 0.416 2.175 1.311
H -3.211 0.035 0.134
H -1.788 0.384 1.401
H -1.354 -0.445 -1.412
H 2.112 -0.777 0.897
H 1.702 -1.568 -0.589
H 0.746 -1.853 0.915

- E_HOMO (eV) = -8.3342
- LUMO (Eh) = 0.042
- E (eV) = -6346.6306
- ΔE to the lowest compared entry with this formula, charge and spin (kJ/mol) = 400.7
- SMILES = C=CC1(C)C=C1

Entry 9:
Density functional theory data (the ωB97M-V functional and the def2-TZVPD basis) for an isolated molecule of C6H8 at a distorted geometry.

Cartesian coordinates (Å):
C -1.249 -0.023 0.013
C -2.504 -0.130 0.002
C 0.187 0.586 -0.461
C 0.145 -0.622 0.408
C 0.369 1.932 0.119
C 0.404 -1.953 -0.099
H 0.173 0.525 -1.506
H 0.205 -0.403 1.463
H -0.183 1.885 1.009
H -0.206 2.696 -0.509
H 1.360 2.278 0.360
H -0.142 -1.842 -1.019
H -0.052 -2.767 0.506
H 1.495 -2.161 -0.287

- E_HOMO (eV) = -9.7876
- LUMO (Eh) = 0.003
- E (eV) = -6346.3428
- ΔE to the lowest compared entry with this formula, charge and spin (kJ/mol) = 428.5

Entry 10:
Density functional theory data (the ωB97M-V functional and the def2-TZVPD basis) for an isolated molecule of C6H8.

Cartesian coordinates (Å):
C -1.090 0.755 0.576
C -0.357 0.246 -0.707
C 1.078 0.709 -0.341
C 1.269 -0.147 0.902
C 0.693 -1.424 0.456
C -0.187 -1.236 -0.552
H -1.989 0.191 0.833
H -1.282 1.829 0.547
H -0.812 0.579 -1.650
H 1.145 1.794 -0.203
H 1.836 0.386 -1.063
H -0.374 0.604 1.417
H 0.882 -2.360 0.970
H -0.738 -1.994 -1.111

- E_HOMO (alpha / beta) (eV) = -8.1480 / -8.1472
- LUMO (alpha / beta) (Eh) = -0.011 / -0.011
- E (eV) = -6347.1497
- ΔE to the lowest compared entry with this formula, charge and spin (kJ/mol) = 350.6

Entry 11:
Density functional theory data (the ωB97M-V functional and the def2-TZVPD basis) for a 2-piece molecular cluster, C6H8 overall at a distorted geometry.

Cartesian coordinates (Å):
C 2.313 1.531 0.084
C 1.315 0.686 0.167
C -3.140 0.773 0.412
C -2.089 0.789 -0.177
C 0.210 -1.485 -0.332
C 0.498 -0.268 0.536
H 3.204 1.116 0.653
H -3.884 0.790 1.072
H 2.477 2.403 -0.627
H -1.323 0.756 -0.892
H 0.842 -1.370 -1.162
H 0.212 -2.396 0.245
H -0.788 -1.385 -0.800
H -0.298 -0.054 1.321

- E_HOMO (eV) = -9.3879
- LUMO (Eh) = 0.034
- E (eV) = -6346.7966
- ΔE to the lowest compared entry with this formula, charge and spin (kJ/mol) = 384.7
- SMILES = C=C=CC.C#C

Entry 12:
Density functional theory data (the ωB97M-V functional and the def2-TZVPD basis) for an isolated molecule of C6H8 at a distorted geometry.

Cartesian coordinates (Å):
C -1.305 -0.201 -0.011
C 0.032 0.519 0.011
C 1.134 -0.176 0.007
C 1.981 -1.126 0.023
C -1.367 -1.515 -0.111
C -0.110 2.042 -0.113
H -2.058 0.551 0.432
H 2.355 -1.590 -0.921
H 2.392 -1.657 0.971
H -2.147 -2.198 -0.057
H -0.383 -1.965 -0.152
H -0.557 2.320 0.927
H -0.823 2.298 -0.860
H 0.858 2.698 -0.145

- E_HOMO (eV) = -8.6171
- LUMO (Eh) = 0.040
- E (eV) = -6348.3232
- ΔE to the lowest compared entry with this formula, charge and spin (kJ/mol) = 237.4
- SMILES = C=C=C(C)C=C

Entry 13:
Density functional theory data (the ωB97M-V functional and the def2-TZVPD basis) for an isolated molecule of C6H8 at a distorted geometry.

Cartesian coordinates (Å):
C -0.328 1.542 0.056
C 0.331 0.411 0.413
C -0.604 -0.515 -0.510
C -0.818 -1.787 -0.867
C -1.379 0.812 -0.720
C 1.626 0.140 1.083
H -0.392 2.619 0.351
H -1.691 -1.895 -1.445
H -0.262 -2.693 -0.750
H -2.390 0.682 -0.341
H -1.501 0.974 -1.890
H 1.604 0.504 2.103
H 2.338 0.752 0.630
H 1.987 -0.878 1.050

- E_HOMO (eV) = -8.8578
- LUMO (Eh) = 0.042
- E (eV) = -6348.7601
- ΔE to the lowest compared entry with this formula, charge and spin (kJ/mol) = 195.3
- SMILES = C=C1CC=C1C

Entry 14:
Density functional theory data (the ωB97M-V functional and the def2-TZVPD basis) for C6H8 as an isolated structure at a distorted geometry.

Cartesian coordinates (Å):
C -1.727 0.412 0.134
C -0.086 0.424 -1.020
C 1.093 0.903 -0.253
C 1.491 -0.553 0.601
C 0.357 -1.239 0.760
C -0.731 -0.611 -0.206
H -1.515 1.341 0.639
H -2.798 0.119 0.191
H -0.016 0.384 -2.113
H 0.825 1.454 0.648
H 1.812 1.531 -0.836
H 2.532 -0.645 0.920
H 0.042 -2.119 1.343
H -1.212 -1.374 -0.816

- E_HOMO (eV) = -8.0517
- LUMO (Eh) = 0.035
- E (eV) = -6347.1102
- ΔE to the lowest compared entry with this formula, charge and spin (kJ/mol) = 354.5

Entry 15:
Density functional theory data (the ωB97M-V functional and the def2-TZVPD basis) for an isolated molecule of C6H8.

Cartesian coordinates (Å):
C 0.928 1.002 0.839
C 0.639 -0.254 -0.005
C -0.507 -1.057 0.647
C -1.804 -0.638 0.019
C -1.362 -0.026 -1.230
C -0.022 0.156 -1.282
H 1.527 1.738 0.292
H 1.455 0.743 1.762
H 1.571 -0.811 -0.171
H -0.508 -1.045 1.742
H -0.448 -2.120 0.353
H -0.024 1.474 1.108
H -2.046 0.297 -2.010
H 0.532 0.598 -2.110

- E_HOMO (eV) = -8.1143
- LUMO (Eh) = -0.013
- E (eV) = -6348.0021
- ΔE to the lowest compared entry with this formula, charge and spin (kJ/mol) = 268.4